1.
This record from the OMol25 dataset describes a 2-piece molecular cluster, C2H8N3 overall in a non-equilibrium geometry. The level of theory is ωB97M-V with the def2-TZVPD basis set.

CARTESIAN COORDINATES (ANGSTROEM)
C  0.95  0.19  -0.35
C  -2.50  0.22  -0.02
N  0.76  -1.26  -0.12
N  2.17  0.66  0.13
N  -0.02  -0.37  0.60
H  0.65  0.78  -1.26
H  -2.75  -0.61  -0.52
H  -2.55  0.30  1.01
H  -2.31  1.23  -0.34
H  0.25  -1.85  -0.82
H  2.50  1.31  -0.51
H  2.62  -0.10  0.59
H  0.24  -0.50  1.59

The molecular weight comes out at 74.11 g mol⁻¹. As for the energy: -244.8051 a.u. Its HOMO energy (alpha / beta) is -13.7 / -14.1 eV. Its total charge is +1. As for the energy above the lowest of the compared OMol25 structures with the same formula, charge and spin: 689.22 kJ/mol.

2.
This record from the OMol25 dataset describes an isolated ion of composition C2H8N3 and charge +1 in a non-equilibrium geometry. The level of theory is ωB97M-V with the def2-TZVPD basis set.

CARTESIAN COORDINATES (ANGSTROEM)
C  0.84  1.29  0.10
N  0.41  -0.16  0.10
N  1.38  -1.15  0.04
C  -0.86  -0.61  -0.06
N  -2.24  -0.21  -0.11
H  1.88  1.30  0.59
H  0.76  1.66  -1.00
H  0.24  2.00  0.60
H  1.72  -1.23  -0.88
H  2.10  -0.98  0.74
H  -0.74  -1.70  -0.18
H  -2.49  0.67  0.35
H  -3.00  -0.87  -0.28

The molecular weight comes out at 74.11 g mol⁻¹. As for the energy: -244.9532 a.u. Its HOMO energy is -14.8 eV. Its total charge is +1. As for the energy above the lowest of the compared OMol25 structures with the same formula, charge and spin: 300.38 kJ/mol.